18
Properties=species:S:1:pos:R:3:forces:R:3:lowdin_charge:R:1 method="wB97M-V/def2-TZVPD" e_tot_ha=-1256.469364 charge=0 e_above_lowest_kj_mol=104.0 lumo_energy_ev=-0.127 smiles="C=P#P(C)N.CS" mol_weight_g_mol=155.14 gap_ev=8.101 multiplicity=1
C 1.40625 1.68454 -0.63972 0.493 -1.882 -2.263 -0.3861
C 0.04878 -0.88145 -2.25890 0.463 4.602 2.234 -0.4104
C 0.36018 -1.73190 1.73654 -1.946 2.187 1.155 -0.4847
N -0.91648 2.02235 0.58326 -1.047 0.463 1.232 -0.3237
P -0.37744 2.03104 -1.01905 1.255 -0.196 -0.270 0.5052
P -1.23404 0.15285 -1.84031 0.439 -1.269 -0.260 0.6080
S -1.17584 -2.67346 1.85107 -1.238 1.203 1.369 0.6277
H 1.92022 1.74376 -1.64142 -0.182 0.004 0.859 0.0329
H 1.63101 0.65445 -0.25310 -0.464 0.801 -0.149 0.0257
H 1.89703 2.37769 -0.00006 -0.025 0.857 0.575 0.0058
H 1.04539 -0.42730 -1.99533 -0.800 -1.179 -0.582 -0.0261
H -0.91159 -3.81857 1.30253 0.825 -0.929 -0.552 -0.1997
H -0.03146 -1.79723 -2.71664 -0.238 -1.902 -1.024 -0.0600
H 0.03047 -0.69716 1.43036 0.490 -0.995 0.382 0.0171
H 0.79996 -2.15677 0.93403 2.111 -1.009 -2.517 -0.0356
H 1.00790 -1.65281 2.60556 -0.238 -0.399 0.132 0.0356
H -1.66379 1.39696 0.93996 0.790 1.056 -0.387 0.0356
H -0.90668 3.00757 0.91781 -0.689 -1.414 0.065 0.0328